# 1
Computed, not measured: a molecular structure, C8H16Cl2OPt in a non-equilibrium geometry, with ωB97M-V/def2-TZVPD.

Structure (ORCA input):
```
! wB97M-V def2-TZVPD RIJCOSX def2/J DEFGRID3
* xyz 0 5
Pt 0.5408 -0.1795 0.8743
Cl 0.1730 -2.4396 0.7265
Cl 1.1840 1.9071 1.6209
O -0.4202 -0.4332 3.0141
C 0.9399 -0.7937 -2.2399
C 1.5004 -0.0889 -1.0059
C -1.6763 0.9280 -0.8812
C -1.2979 0.4359 0.4689
C -0.3985 0.6101 4.0301
C -1.5253 -0.2503 -1.8794
C -0.3080 -0.0925 -2.7874
C 2.7066 -0.5096 -0.4477
H 1.1700 0.9710 -0.8320
H -0.5568 -0.5341 -3.7576
H -1.4346 -1.1825 -1.3126
H -2.4301 -0.2928 -2.4916
H -0.1179 -1.2661 3.4276
H 1.7205 -0.7755 -3.0188
H 0.6469 0.8447 4.2786
H -0.0894 0.9718 -2.9539
H -0.9159 1.4536 3.5788
H 0.7396 -1.8478 -1.9840
H 3.2409 0.0927 0.2975
H -2.0759 0.3928 1.2607
H -2.6953 1.3585 -0.9274
H 3.2367 -1.3250 -0.9681
H -0.9326 1.7343 -1.0395
H -0.9247 0.3104 4.9488
*
```

Computed properties:
Relative energy (zero: lowest compared OMol25 entry of this formula, charge and spin) ... 0.0 kJ/mol
E_LUMO (spin up / spin down) ... 0.42 / -2.94 eV
Molecular weight ... 394.199 g mol⁻¹
Orbital gap (spin up / spin down) ... 7.24 / 6.51 eV

---

# 2
Computed, not measured: a single C6H12 molecule in a non-equilibrium geometry, with ωB97M-V/def2-TZVPD.

Structure (ORCA input):
```
! wB97M-V def2-TZVPD RIJCOSX def2/J DEFGRID3
* xyz 0 1
C 1.7351 -0.3827 0.5550
C 1.8178 0.6532 -0.5691
C 0.7733 -1.2730 -0.0385
C -0.6493 -1.0692 0.3153
C -0.8844 0.4372 0.0317
C -1.9935 1.0035 0.8902
H 1.0307 -1.8537 -0.9090
H -1.1732 0.5202 -1.0179
H 2.8149 1.0103 -0.8240
H 1.4641 -0.0341 1.5590
H -1.3293 -1.7525 -0.2157
H 1.2098 0.4230 -1.4589
H 2.7133 -0.8731 0.5723
H -0.8014 -1.2932 1.3866
H -2.9297 0.4945 0.6575
H -2.1529 2.0658 0.7014
H 0.0575 1.0637 0.0759
H -1.8252 0.8684 1.9628
*
```

Computed properties:
Relative energy (zero: lowest compared OMol25 entry of this formula, charge and spin) ... 448.9 kJ/mol
E_LUMO (spin up / spin down) ... 0.83 / 0.30 eV
Molecular weight ... 84.162 g mol⁻¹
Orbital gap (spin up / spin down) ... 8.98 / 7.50 eV

---

# 3
Computed, not measured: a single C4H5NO molecule in a non-equilibrium geometry, with ωB97M-V/def2-TZVPD.

Structure (ORCA input):
```
! wB97M-V def2-TZVPD RIJCOSX def2/J DEFGRID3
* xyz 0 1
O -0.2240 -1.4103 0.5372
N 2.4707 0.0596 0.2270
C -1.0860 0.6669 -0.1589
C 1.3488 0.4144 -0.1005
C -1.2642 -0.6132 0.1190
C 0.2664 1.1480 -0.3182
H 0.4645 2.1101 -0.7686
H -0.8203 -1.7841 1.2054
H -1.9434 1.2803 -0.3983
H -2.1584 -1.1718 -0.1013
H 2.9460 -0.6998 -0.2428
*
```

Computed properties:
Relative energy (zero: lowest compared OMol25 entry of this formula, charge and spin) ... 262.7 kJ/mol
E_LUMO ... 0.82 eV
Molecular weight ... 83.090 g mol⁻¹
SMILES string ... N=C=C/C=C\O
Orbital gap ... 8.53 eV

---

# 4
Computed, not measured: 8 unconnected molecules or ions with the total composition C34H75ClFIN18O9PSi in a non-equilibrium geometry, with ωB97M-V/def2-TZVPD.

Structure (ORCA input):
```
! wB97M-V def2-TZVPD RIJCOSX def2/J DEFGRID3
* xyz 1 1
I -0.7405 -0.9376 -3.4893
Cl 5.5191 -1.0814 1.7846
P 3.4852 -1.3033 2.1115
Si -2.8940 3.7646 0.6359
F -2.1523 0.1770 4.2323
O 2.7560 -0.1921 9.2122
O 9.6076 -1.1048 1.4710
O -7.4850 2.9349 -1.0032
O 3.6983 5.1900 0.1660
O 3.3500 -2.4408 3.3183
O -0.7884 -1.3630 5.0081
O -2.1374 -1.5362 -7.9641
O 6.5804 2.7610 2.0721
O -4.4551 -3.7504 -3.0417
N 1.7284 -3.1621 1.2155
N 1.7657 4.9031 1.3204
N -9.7074 2.6913 -1.3743
N 1.8375 -2.2592 9.0631
N 1.3180 -0.6243 7.5135
N 7.1652 4.6672 0.9995
N -2.7629 -3.4664 -8.9758
N 2.9478 -0.3873 -0.9811
N -2.9528 -3.2205 -6.6845
N -8.7057 1.6850 0.4449
N -3.5578 -5.3781 -4.3420
N -0.1962 -2.1220 0.2056
N 0.1372 -1.9967 2.4793
N 8.3596 -2.8198 0.6717
N -5.8102 -5.3855 -3.8357
N 10.6293 -2.7161 0.2456
N 8.7217 3.4900 2.2341
N 3.7999 4.3547 2.2738
C -1.3031 -0.8315 4.0548
C -8.5602 2.4688 -0.6675
C 0.1850 5.7153 -1.2813
C -1.3901 4.0629 -0.4709
C -1.0671 -1.1843 2.6130
C -4.6018 -4.7703 -3.6951
C -4.2736 4.9938 0.1822
C 0.2529 3.5054 -2.0633
C -5.2278 0.3469 -0.3120
C 3.1245 4.8381 1.1889
C 0.5539 -2.4332 1.3494
C 7.4366 3.5859 1.7878
C -0.8776 5.3367 -0.5086
C -0.9400 -3.3696 -0.0692
C 2.6792 -2.1960 0.6103
C -0.7912 3.1169 -1.2773
C -3.4475 -3.1403 0.4712
C 9.5396 -2.1422 0.8390
C -4.3268 1.5760 -0.5982
C 1.9737 -1.0639 -0.1510
C 2.9369 1.0752 -0.8840
C -3.5279 1.9817 0.6723
C 2.0225 -0.9713 8.6377
C -4.1844 -1.7950 0.6617
C -2.3737 4.1956 2.4073
C 0.6682 -2.1250 -2.2648
C 0.6438 -1.4846 -0.8637
C -2.5866 -2.6631 -7.8820
C 0.7668 4.7658 -2.0833
C -2.3751 -3.1838 -0.6236
C 3.0792 -3.0418 -2.7067
C 4.0994 1.5804 -0.0143
C 1.9393 -2.0927 -3.1398
C -4.4840 -1.0002 -0.6092
H -1.1178 -3.8444 0.9104
H -7.8822 1.5022 0.9861
H 3.4876 -2.6771 0.0635
H -3.6350 1.3744 -1.4220
H -2.6663 1.3023 0.7498
H 0.7013 2.7718 -2.7255
H -9.5793 1.2926 0.7393
H 3.8655 -0.7711 -0.8109
H -3.2585 4.1943 3.0524
H -3.5162 -0.6878 -1.0248
H 1.4307 0.3132 7.1775
H 1.2369 -2.9167 8.6051
H -5.9512 -6.2229 -4.3679
H -4.1737 5.2336 -0.8787
H -1.3351 6.1176 0.0919
H -4.9678 -1.5739 -1.3999
H -1.9159 -1.6645 2.1300
H -3.6489 -6.2160 -4.8852
H -2.5047 -3.0874 -9.8675
H -5.1553 -2.0486 1.1076
H -0.3868 -4.1448 -0.6155
H 1.5824 5.0732 -2.7195
H -2.3873 -2.3589 -1.3324
H 0.5297 6.7392 -1.2668
H 2.8992 -3.5757 -1.7738
H 8.9487 2.7028 2.8133
H -2.5594 -4.0842 -1.2141
H -3.7160 -1.1328 1.4009
H -1.7156 3.4226 2.8284
H 9.4382 4.1540 2.0128
H -4.1880 1.8933 1.5396
H 3.3521 4.0634 3.1210
H -2.6554 -4.9479 -4.2565
H 0.1777 -0.5069 -1.0008
H -3.1315 -4.3964 -8.9310
H 1.6608 -0.2705 0.5569
H -1.1692 2.1019 -1.2766
H 1.9741 1.4951 -0.5905
H 4.3931 2.5570 -0.3922
H 2.2532 -1.0634 -3.2851
H 7.5444 -2.4194 1.0980
H -6.5952 -4.9637 -3.3752
H 4.0165 -2.4852 -2.7081
H 3.2083 -3.8086 -3.4737
H 0.2745 -3.1320 -2.3908
H -6.1007 0.3434 -0.9627
H 3.1437 1.4632 -1.8879
H -3.3257 -4.1447 -6.5889
H -3.0277 -3.4138 1.4510
H -1.8438 5.1451 2.5053
H -0.9011 -0.2441 2.0763
H 11.5079 -2.2444 0.3498
H 4.8035 4.2905 2.2037
H 0.7066 -1.2476 7.0219
H 4.1675 -2.4561 3.8384
H -2.8374 -2.6549 -5.8644
H 6.2223 4.7642 0.6578
H -10.6013 2.3195 -1.1172
H 8.2745 -3.6750 0.1571
H 1.5875 -3.9751 0.6254
H -5.4741 0.3527 0.7522
H 1.6274 -2.4181 -4.1340
H 10.5942 -3.5691 -0.2783
H 1.2725 4.6278 2.1483
H -4.2017 -3.9028 0.2764
H 0.6683 -2.2282 3.3204
H 2.3380 -2.5455 9.8836
H 4.9658 0.9383 -0.1904
H -5.2672 4.6089 0.4080
H -9.6354 3.2627 -2.1953
H -4.9638 2.3906 -0.9530
H 3.8623 1.6009 1.0465
H 7.8463 5.3585 0.7510
H 1.2420 5.2570 0.5296
H -4.0617 5.9062 0.7454
*
```

Computed properties:
Relative energy (zero: lowest compared OMol25 entry of this formula, charge and spin) ... 0.0 kJ/mol
E_LUMO ... -3.40 eV
Molecular weight ... 1120.506 g mol⁻¹
Orbital gap ... 7.50 eV

---

# 5
Computed, not measured: 2 unconnected molecules or ions with the total composition C3HCl3O in a non-equilibrium geometry, with ωB97M-V/def2-TZVPD.

Structure (ORCA input):
```
! wB97M-V def2-TZVPD RIJCOSX def2/J DEFGRID3
* xyz 0 1
Cl -0.2514 -1.2438 1.6603
Cl 1.7260 1.5769 -0.9555
Cl -0.3937 1.8877 1.0400
O -1.6013 -0.3010 -1.1238
C -2.5472 -0.6811 -1.5928
C 0.8884 -0.5664 0.6002
C 0.7216 0.7098 0.2601
H 1.4576 -1.3822 0.1115
*
```

Computed properties:
Relative energy (zero: lowest compared OMol25 entry of this formula, charge and spin) ... 87.4 kJ/mol
E_LUMO ... 0.62 eV
Molecular weight ... 159.399 g mol⁻¹
Orbital gap ... 10.34 eV

---

# 6
Computed, not measured: a single C6H10NO2P molecule in a non-equilibrium geometry, with ωB97M-V/def2-TZVPD.

Structure (ORCA input):
```
! wB97M-V def2-TZVPD RIJCOSX def2/J DEFGRID3
* xyz 0 1
P -0.4821 -2.3856 0.6822
O 3.3923 0.8621 -0.1784
O -1.7761 1.2735 1.3451
N 0.4912 -1.0757 0.3197
C -2.0399 1.0983 -1.0818
C -0.0505 0.2159 0.1158
C -1.4873 0.4778 0.1785
C 1.8789 -1.0092 0.1933
C 2.1591 0.2865 -0.0479
C 0.9563 1.0293 -0.1417
H -1.6349 2.1017 -0.8787
H -3.1296 1.0411 -1.2158
H -1.8788 -0.5437 0.4686
H 3.3317 1.5736 -0.8661
H -1.4668 0.6898 2.0509
H -0.2793 -2.9407 -0.4740
H 0.2301 -3.3642 1.2749
H -1.5238 0.5306 -1.8683
H 2.4018 -1.8921 0.4338
H 0.9076 2.0310 -0.3103
*
```

Computed properties:
Relative energy (zero: lowest compared OMol25 entry of this formula, charge and spin) ... 211.4 kJ/mol
E_LUMO ... 0.72 eV
Molecular weight ... 159.125 g mol⁻¹
SMILES string ... C[C@H](O)c1cc(O)cn1P
Orbital gap ... 9.05 eV

---

# 7
Computed, not measured: a single C3H7N3S molecule in a non-equilibrium geometry, with ωB97M-V/def2-TZVPD.

Structure (ORCA input):
```
! wB97M-V def2-TZVPD RIJCOSX def2/J DEFGRID3
* xyz 0 1
S -3.8195 -0.2057 -0.2684
N 0.0513 0.9012 -0.1055
N -2.1583 0.0346 -0.0940
N 0.1681 -0.6014 -0.1843
C 2.7252 0.1027 -0.2383
C 1.3625 -0.8273 0.0792
C -1.2217 1.1355 0.1040
H -4.1597 -0.7793 1.1450
H 1.4242 -1.9080 0.2458
H -1.8111 2.0320 0.0561
H 3.1198 0.6063 0.8359
H -1.6360 -0.9623 0.2306
H 2.4995 1.1024 -0.8192
H 3.4557 -0.6306 -0.9868
*
```

Computed properties:
Relative energy (zero: lowest compared OMol25 entry of this formula, charge and spin) ... 577.6 kJ/mol
E_LUMO ... 0.64 eV
Molecular weight ... 117.177 g mol⁻¹
SMILES string ... C/C=N\N=C/NS
Orbital gap ... 9.05 eV

---

# 8
Computed, not measured: a molecular structure, C51H52CrN3O2P2S2Si, with ωB97M-V/def2-TZVPD.

Structure (ORCA input):
```
! wB97M-V def2-TZVPD RIJCOSX def2/J DEFGRID3
* xyz 0 2
Cr 0.1888 -0.8030 0.8608
S -1.6315 -1.1361 2.4391
S 2.1373 2.8268 0.7738
P 0.1890 2.6275 0.5150
P -1.9880 0.6682 1.5686
Si 3.1548 -1.4824 1.3872
O -4.3406 -3.9271 -2.0096
O -4.5178 -2.8046 2.1624
N -4.7953 -4.1336 0.1997
N -0.5677 -2.7215 0.0619
N 1.6680 -0.9733 -1.0364
C 3.0418 -1.2783 -0.5029
C 3.6638 -4.2962 1.0830
C -5.2610 -0.1232 -1.5797
C -4.1307 3.6908 3.3169
C -1.7336 -5.1885 -0.4998
C -2.9804 0.3896 -1.0261
C 2.1542 -3.7278 2.8513
C -5.5994 -0.0575 -0.2339
C -0.5717 3.8971 1.5790
C -3.9538 -4.0175 -0.8621
C 1.6425 0.3800 -1.6380
C -1.8658 -2.8214 -0.2482
C -2.0566 3.4574 -2.8100
C 1.9541 -5.0764 3.1181
C -4.6304 0.2256 0.7155
C 2.6041 -6.0377 2.3569
C 3.4668 -5.6460 1.3408
C -1.0995 3.7850 -3.7634
C -0.4690 1.0261 0.8571
C -0.3620 3.7867 2.9529
C -0.3150 3.1260 -1.1710
C -2.6977 1.4615 4.1461
C 1.2544 -1.9272 -2.1040
C -1.4119 5.9190 3.2994
C 2.9418 -0.6940 -3.5418
C 4.8590 -0.8837 1.8890
C 7.0756 -1.2285 2.8060
C -1.1879 5.0359 1.0739
C -0.3923 -5.0941 -0.1780
C -4.0241 3.3957 4.6696
C 1.6721 -1.5320 -3.5305
C 6.4404 0.9482 2.0118
C 0.1481 -3.8492 0.0926
C -0.7840 4.7875 3.8081
C 0.6342 3.4710 -2.1246
C -1.6633 3.1278 -1.5232
C -3.3102 2.2813 5.0830
C -3.3114 0.4495 0.3258
C 5.1894 0.4579 1.6701
C 1.7507 -0.5146 2.0710
C -3.5326 2.8642 2.3800
C -2.4854 -4.0243 -0.5309
C 5.8201 -1.7160 2.4644
C -2.8089 1.7458 2.7893
C 3.0024 -3.3103 1.8222
C 2.6673 0.5971 -2.7633
C -1.6101 6.0429 1.9348
C -3.9517 0.1042 -1.9768
C 7.3867 0.1036 2.5782
C 0.2440 3.7935 -3.4184
C -4.4364 -4.0846 1.6055
H 1.6584 -2.9078 -1.8510
H -0.6205 4.6897 4.8737
H -2.4160 2.8705 -0.7864
H 1.6200 -2.9879 3.4367
H -2.1915 -6.1458 -0.7161
H 1.8134 1.1063 -0.8511
H 1.2855 -5.3760 3.9154
H 3.7305 -0.4766 -0.7828
H 0.8717 -0.9441 -3.9895
H -3.1079 3.4548 -3.0693
H 4.4551 1.1326 1.2400
H 3.7626 -1.2509 -3.0853
H 0.1682 -2.0163 -2.0862
H -1.3282 5.1530 0.0079
H -2.4403 -1.9054 -0.2564
H 0.1521 2.9155 3.3434
H -2.1433 0.5868 4.4622
H 8.3641 0.4855 2.8451
H -1.4033 4.0383 -4.7711
H 6.6762 1.9910 1.8404
H -1.9516 0.5597 -1.3228
H 2.4463 -7.0897 2.5594
H 3.5928 1.0172 -2.3635
H -1.7386 6.7043 3.9695
H -6.0164 -0.3601 -2.3179
H 5.5861 -2.7578 2.6534
H 7.8091 -1.8879 3.2531
H -3.6827 0.0507 -3.0239
H 2.0313 0.5411 1.9739
H 1.1931 -3.7537 0.3414
H -4.6812 4.5640 2.9916
H 0.2402 -5.9691 -0.1277
H 0.9914 4.0561 -4.1568
H 3.4333 -2.1781 -0.9855
H -5.7703 -4.0121 -0.0343
H -4.4975 4.0384 5.4011
H -4.8983 0.2556 1.7647
H -6.6188 -0.2410 0.0807
H -3.6338 3.0912 1.3247
H 1.6795 3.4887 -1.8362
H -3.4398 -4.5135 1.7179
H 1.7735 -2.4380 -4.1305
H 0.6267 0.5354 -2.0113
H 3.9859 -6.3925 0.7522
H -3.2289 2.0474 6.1368
H -2.0849 6.9285 1.5314
H 1.4936 -0.6892 3.1186
H 2.2544 1.3529 -3.4363
H -3.6487 -2.3654 2.1395
H 4.3395 -4.0086 0.2834
H -5.1461 -4.7166 2.1388
H 3.2476 -0.4708 -4.5649
*
```

Computed properties:
Relative energy (zero: lowest compared OMol25 entry of this formula, charge and spin) ... 0.0 kJ/mol
E_LUMO (spin up / spin down) ... 0.02 / -0.03 eV
Molecular weight ... 945.160 g mol⁻¹
Orbital gap (spin up / spin down) ... 7.48 / 7.12 eV